# C22H22NO

An isolated ion of composition C22H22NO and charge +1 at a distorted geometry (ωB97M-V/def2-TZVPD, the OMol25 dataset).

For the energy relative to the best compared isomer or geometry (same formula, charge and spin), the calculation gives 33.2 kcal/mol. Its multiplicity is 1. The value obtained for the HOMO energy is -10.873 eV. As for the structure (SMILES): CC1=C[C@@H]([C@@H]2C=C(c3ccccc3)Oc3ccccc32)C(C)=[N+]1C. The net charge is +1.

Atoms and positions in Å:
C -2.611 -0.313 2.292
C -1.279 0.253 2.491
C -0.865 1.548 2.659
C 0.616 1.602 2.947
C 1.195 2.361 4.327
C 0.878 1.700 5.591
C 0.206 2.319 6.644
C -0.223 1.670 7.885
C 0.103 0.309 8.145
C -0.359 -0.302 9.321
C -1.166 0.381 10.246
C -1.515 1.701 9.939
C -1.072 2.338 8.788
O -0.273 3.610 6.556
C 0.269 4.410 5.560
C -0.103 5.764 5.633
C 0.414 6.650 4.702
C 1.280 6.160 3.714
C 1.605 4.797 3.611
C 1.070 3.862 4.533
C 0.954 0.220 2.486
C 2.242 -0.350 2.277
N -0.155 -0.520 2.352
C -0.206 -1.947 2.132
H -3.380 0.453 2.350
H -2.777 -0.897 1.390
H -2.860 -0.984 3.105
H -1.491 2.398 2.720
H 1.179 2.401 2.297
H 2.306 2.154 3.979
H 1.263 0.669 5.730
H 0.795 -0.203 7.467
H -0.064 -1.339 9.528
H -1.571 -0.132 11.118
H -2.129 2.255 10.639
H -1.305 3.379 8.631
H -0.796 6.069 6.415
H 0.130 7.699 4.752
H 1.643 6.860 2.953
H 2.316 4.459 2.845
H 3.028 0.390 2.241
H 2.529 -1.039 3.078
H 2.397 -0.926 1.383
H 0.770 -2.397 2.143
H -0.737 -2.447 2.924
H -0.735 -2.260 1.233

Results of the Löwdin charge analysis, in e, for atoms 1 through 6: atom 1 (C): -0.013, atom 2 (C): -0.256, atom 3 (C): 0.065, atom 4 (C): -0.110, atom 5 (C): -0.180, atom 6 (C): 0.010



# C22H23AsGaN4O9S2

C22H23AsGaN4O9S2 as an isolated structure at a distorted geometry (ωB97M-V/def2-TZVPD, the OMol25 dataset).

Its multiplicity is 1. The value obtained for the HOMO energy is -5.613 eV. The net charge is -1.

Atoms and positions in Å:
Ga 0.533 -0.230 0.948
O 2.028 3.490 1.502
C 1.797 2.301 1.269
N 0.719 1.619 1.611
C -0.300 2.308 2.351
C -0.644 1.548 3.601
C -1.406 2.112 4.626
C -1.683 1.343 5.742
C -1.196 0.045 5.804
C -0.463 -0.431 4.727
N -0.194 0.306 3.664
C 2.821 1.465 0.556
C 3.986 2.038 0.063
C 4.926 1.220 -0.536
C 4.676 -0.143 -0.607
C 3.474 -0.628 -0.116
N 2.579 0.167 0.446
H 0.057 3.322 2.577
H -1.206 2.383 1.730
H -1.767 3.129 4.549
H -2.268 1.749 6.556
H -1.386 -0.578 6.665
H -0.063 -1.436 4.709
H 4.117 3.105 0.167
H 5.844 1.625 -0.938
H 5.398 -0.815 -1.042
H 3.214 -1.680 -0.159
O -1.632 0.172 -1.634
C -0.446 0.452 -1.817
O 0.427 0.724 -0.957
C -0.003 0.496 -3.283
C -0.981 0.698 -4.252
C -0.671 0.665 -5.603
C 0.622 0.391 -5.999
C 1.601 0.188 -5.029
C 1.305 0.256 -3.670
N 2.938 -0.099 -5.458
O 3.793 -0.268 -4.612
O 3.152 -0.153 -6.659
H -1.992 0.873 -3.914
H -1.441 0.827 -6.343
H 0.895 0.324 -7.042
H 2.078 0.095 -2.932
C -3.916 -0.001 0.077
As -2.512 -1.344 0.464
C -2.572 -2.479 -1.118
C -3.518 -2.233 1.894
O -1.343 -0.421 1.186
H -4.858 -0.489 -0.185
H -3.595 0.654 -0.725
H -4.052 0.588 0.987
H -3.632 -2.585 -1.373
H -2.131 -3.448 -0.902
H -2.042 -1.982 -1.925
H -4.494 -2.562 1.526
H -3.651 -1.498 2.693
H -2.950 -3.081 2.259
O 0.418 -1.848 -0.377
S 0.337 -2.899 0.677
O 0.991 -4.114 0.252
O -1.039 -3.152 1.101
S 1.325 -2.082 2.227

Results of the Löwdin charge analysis, in e, for atoms 1 through 6: atom 1 (Ga): 0.078, atom 2 (O): 0.012, atom 3 (C): -0.476, atom 4 (N): 0.014, atom 5 (C): -0.133, atom 6 (C): -0.250



# C22H23BBrClN2O8P

An isolated ion of composition C22H23BBrClN2O8P and charge +1 at a distorted geometry (ωB97M-V/def2-TZVPD, the OMol25 dataset).

Its multiplicity is 1. The value obtained for the HOMO energy is -12.001 eV. As for the structure (SMILES): CCO[n+]1c(P(O)Br)c(B(C)O)c2c(ON=O)c(CCO)c(O)c(-c3ccccc3)c2c1CC(=O)Cl. The net charge is +1.

Atoms and positions in Å:
C 1.526 5.105 0.541
C 2.037 3.668 0.699
O 1.265 2.883 1.656
N 1.041 1.610 1.220
C 1.921 0.645 1.669
P 3.341 0.882 2.886
O 2.690 0.170 4.248
Br 3.711 2.973 3.513
C 1.787 -0.660 1.230
B 2.888 -1.729 1.784
C 2.372 -2.741 2.909
O 4.188 -1.732 1.330
C 0.721 -0.988 0.315
C 0.577 -2.295 -0.184
O 1.458 -3.326 0.119
N 2.299 -3.562 -1.063
O 3.402 -3.348 -0.831
C -0.473 -2.646 -1.026
C -0.661 -4.046 -1.575
C -0.894 -5.130 -0.469
O -1.600 -4.596 0.650
C -1.395 -1.614 -1.391
O -2.440 -1.973 -2.208
C -1.265 -0.301 -0.959
C -2.347 0.586 -1.519
C -3.550 0.768 -0.810
C -4.584 1.556 -1.300
C -4.498 2.181 -2.551
C -3.312 1.999 -3.269
C -2.283 1.214 -2.767
C -0.193 0.062 -0.070
C -0.006 1.403 0.407
C -0.880 2.593 0.088
C -0.555 3.275 -1.275
O -1.117 4.293 -1.546
Cl 0.610 2.567 -2.436
H 2.028 5.517 -0.353
H 1.817 5.761 1.378
H 0.446 5.194 0.367
H 1.936 3.177 -0.286
H 3.115 3.697 0.909
H 1.724 0.251 4.211
H 3.174 -3.029 3.606
H 1.868 -3.609 2.457
H 1.603 -2.216 3.508
H 4.764 -1.531 2.083
H 0.271 -4.321 -2.097
H -1.466 -4.128 -2.313
H -1.431 -6.000 -0.875
H 0.104 -5.493 -0.165
H -0.941 -4.481 1.344
H -2.958 -2.588 -1.662
H -3.677 0.288 0.169
H -5.491 1.694 -0.704
H -5.316 2.778 -2.958
H -3.242 2.478 -4.248
H -1.372 1.070 -3.352
H -0.791 3.419 0.812
H -1.945 2.328 0.151

Results of the Löwdin charge analysis, in e, for atoms 1 through 6: atom 1 (C): -0.041, atom 2 (C): -0.239, atom 3 (O): -0.136, atom 4 (N): -0.036, atom 5 (C): -0.244, atom 6 (P): 0.639



# C22H23ClN4O2

An isolated molecule of C22H23ClN4O2 (ωB97M-V/def2-TZVPD, the OMol25 dataset).

For the energy relative to the best compared isomer or geometry (same formula, charge and spin), the calculation gives 34.9 kcal/mol. Its multiplicity is 1. The value obtained for the HOMO energy is -7.441 eV. As for the structure (SMILES): COc1ccc(N2CCN(C(=O)c3cccc(Cn4cc(Cl)cn4)c3)CC2)cc1.

Atoms and positions in Å:
C 6.567 4.159 4.999
O 5.837 4.535 3.860
C 5.120 3.571 3.203
C 4.413 3.991 2.079
C 3.667 3.103 1.335
C 3.589 1.752 1.691
N 2.820 0.847 0.979
C 1.934 1.302 -0.066
C 0.987 0.174 -0.466
N 1.747 -0.924 -1.023
C 1.240 -1.885 -1.827
O 1.888 -2.853 -2.178
C -0.175 -1.682 -2.283
C -0.462 -0.795 -3.313
C -1.759 -0.675 -3.780
C -2.770 -1.442 -3.230
C -2.490 -2.339 -2.207
C -3.607 -3.171 -1.623
N -4.703 -2.341 -1.196
C -4.741 -1.535 -0.117
C -5.960 -0.889 -0.165
Cl -6.568 0.253 0.958
C -6.585 -1.369 -1.325
N -5.802 -2.240 -1.929
C -1.191 -2.453 -1.735
C 3.106 -1.054 -0.534
C 3.203 -0.549 0.902
C 4.285 1.347 2.831
C 5.044 2.235 3.572
H 7.327 3.406 4.762
H 5.912 3.775 5.790
H 7.057 5.066 5.349
H 4.470 5.030 1.795
H 3.151 3.472 0.463
H 2.480 1.645 -0.961
H 1.343 2.139 0.315
H 0.430 -0.158 0.421
H 0.267 0.539 -1.201
H 0.333 -0.211 -3.754
H -1.981 0.014 -4.582
H -3.783 -1.355 -3.595
H -3.243 -3.759 -0.776
H -4.007 -3.846 -2.384
H -3.940 -1.475 0.590
H -7.547 -1.120 -1.722
H -0.958 -3.155 -0.948
H 3.383 -2.110 -0.597
H 3.790 -0.484 -1.175
H 4.234 -0.667 1.242
H 2.556 -1.161 1.547
H 4.225 0.323 3.166
H 5.564 1.866 4.442

Results of the Löwdin charge analysis, in e, for atoms 1 through 6: atom 1 (C): -0.100, atom 2 (O): -0.094, atom 3 (C): -0.287, atom 4 (C): -0.005, atom 5 (C): -0.022, atom 6 (C): -0.235



# C22H23F2IrN3O3P

C22H23F2IrN3O3P as an isolated structure at a distorted geometry (ωB97M-V/def2-TZVPD, the OMol25 dataset).

For the energy relative to the best compared isomer or geometry (same formula, charge and spin), the calculation gives 45.2 kcal/mol. Its multiplicity is 2. The value obtained for the HOMO energy (alpha / beta) is -10.768 / -10.841 eV. The net charge is +1.

Atoms and positions in Å:
Ir -0.244 0.204 0.904
N 2.073 1.570 3.994
C 1.207 0.901 3.254
O 1.413 0.650 2.039
C -0.066 0.434 3.812
C -1.067 0.893 2.807
H 2.931 1.907 3.582
H 1.882 1.809 4.952
H -0.262 0.786 4.827
H -0.050 -0.660 3.850
H -1.150 1.979 2.757
H -2.053 0.461 2.956
F 1.189 5.370 0.819
C 0.386 4.425 0.322
C 0.663 3.097 0.597
C -0.160 2.103 0.089
C -1.246 2.444 -0.731
C -1.500 3.795 -0.951
F -2.573 4.172 -1.661
C -0.706 4.798 -0.436
C -1.981 1.329 -1.315
C -2.947 1.403 -2.311
C -3.479 0.234 -2.831
C -3.035 -0.993 -2.359
C -2.107 -0.999 -1.339
N -1.611 0.128 -0.832
H 1.520 2.858 1.211
H -0.942 5.836 -0.616
H -3.282 2.359 -2.677
H -4.235 0.282 -3.603
H -3.408 -1.920 -2.768
H -1.739 -1.923 -0.916
C 3.192 -0.686 0.154
P 1.515 -1.363 0.346
C 1.821 -2.820 1.373
C 1.090 -1.964 -1.305
C 1.093 -1.020 -2.337
C 0.759 -1.402 -3.624
C 0.417 -2.722 -3.893
C 0.386 -3.653 -2.865
C 0.709 -3.275 -1.568
H 3.160 0.305 -0.295
H 3.783 -1.358 -0.468
H 3.648 -0.596 1.137
H 2.483 -3.497 0.831
H 0.898 -3.334 1.633
H 2.312 -2.498 2.291
H 1.353 0.011 -2.122
H 0.775 -0.674 -4.424
H 0.175 -3.021 -4.904
H 0.118 -4.680 -3.074
H 0.658 -4.011 -0.776
O -0.943 -3.308 2.800
N -1.585 -2.388 2.379
O -1.236 -1.777 1.285

Results of the Löwdin charge analysis, in e, for atoms 1 through 6: atom 1 (Ir): 1.291, atom 2 (N): 0.256, atom 3 (C): -0.486, atom 4 (O): -0.223, atom 5 (C): -0.166, atom 6 (C): -0.162



Q: Which formula does entry 2 have?
A: C22H23AsGaN4O9S2



Q: multiplicity of number 1 (C22H22NO)?
A: 1